ORCA calculation (ωB97M-V with the def2-TZVPD basis set) on the molecule C5H4N2O in a non-equilibrium geometry.

## Properties
SMILES string = C1=CC2=NN=C[C@@H]2O1
gap between HOMO and LUMO = 8.30 eV
HOMO level = -8.82 eV

Atoms and positions in Å:
C1 1.8121 -0.6437 0.3214
C2 0.8635 -1.1385 -0.7078
C3 -0.4796 -0.6596 -0.5158
N1 -1.7698 -0.5497 -0.9496
N2 -2.1894 0.8574 -0.4646
C4 -1.2865 1.4084 0.2273
C5 -0.1485 0.3832 0.5533
O1 1.2656 0.4318 1.0330
H1 2.8382 -0.8153 0.4730
H2 1.4055 -1.6785 -1.5050
H3 -1.3742 2.5690 0.3189
H4 -0.9369 -0.1644 1.2160

Atom charges from the Löwdin analysis, given in e for atoms 1 to 4: -0.001 0.004 -0.275 0.073

---

ORCA calculation (ωB97M-V with the def2-TZVPD basis set) on the molecule C5H4N2O in a non-equilibrium geometry.

## Properties
SMILES string = C=C1C=NN=CC1=O
gap between HOMO and LUMO = 8.17 eV
HOMO level = -9.94 eV

Atoms and positions in Å:
C1 0.1872 -0.8608 1.7027
C2 0.0678 -0.3355 0.4763
C3 0.3479 -1.1352 -0.7076
N1 0.2551 -0.7108 -1.9259
N2 -0.1084 0.6158 -2.1849
C4 -0.3723 1.3832 -1.1795
C5 -0.3467 1.0557 0.2544
O1 -0.5571 1.8719 1.1342
H1 0.4034 -1.9145 1.8772
H2 0.0430 -0.2143 2.5767
H3 0.6594 -2.1859 -0.6022
H4 -0.5794 2.4304 -1.4215

Atom charges from the Löwdin analysis, given in e for atoms 1 to 4: 0.158 -0.209 -0.110 0.015

---

ORCA calculation (ωB97M-V with the def2-TZVPD basis set) on the molecule C5H4N2O2 in a non-equilibrium geometry.

## Properties
gap between HOMO and LUMO = 9.62 eV
HOMO level = -9.45 eV

Atoms and positions in Å:
C1 -2.1497 0.7385 -0.2999
C2 -0.8307 0.5542 -0.1639
C3 0.0495 -0.3229 0.1533
C4 0.5905 2.0588 -0.4497
C5 -0.0036 -1.8403 0.3184
N1 -3.2621 0.9253 -0.4724
N2 1.3588 0.2108 0.4657
O1 0.4276 3.1472 -0.8686
O2 1.5989 1.5117 0.0689
H1 0.9789 -2.1842 -0.0021
H2 -0.7248 -2.1741 -0.3724
H3 -0.2614 -2.2809 1.2633
H4 2.2281 -0.3441 0.3594

Atom charges from the Löwdin analysis, given in e for atoms 1 to 4: -0.246 -0.023 -0.274 -0.337

---

ORCA calculation (ωB97M-V with the def2-TZVPD basis set) on the ion C5H4N3O with charge +1 in a non-equilibrium geometry.

## Properties
charge = +1
gap between HOMO and LUMO (spin up / spin down) = 6.75 / 7.42 eV
HOMO level (spin up / spin down) = -14.33 / -14.26 eV

Atoms and positions in Å:
C1 -0.4832 1.1733 -1.2654
C2 -1.0269 0.7200 1.0160
C3 1.1292 -0.6239 1.6497
C4 -0.3888 -0.2862 -1.6280
C5 -0.0817 -0.0140 1.5897
N1 -0.7725 1.4610 -0.0995
N2 1.7324 -1.3630 0.7979
N3 0.3410 -1.1355 -1.1088
O1 1.4038 -1.5054 -0.4613
H1 -0.3663 1.8241 -2.1763
H2 -2.1235 0.8519 1.4711
H3 1.8164 -0.6824 2.4982
H4 -1.1799 -0.4198 -2.2832

Atom charges from the Löwdin analysis, given in e for atoms 1 to 4: -0.042 -0.107 -0.110 -0.005

---

ORCA calculation (ωB97M-V with the def2-TZVPD basis set) on the ion C5H4NO2 with charge -1 in a non-equilibrium geometry.

## Properties
charge = -1
gap between HOMO and LUMO (spin up / spin down) = 7.29 / 6.61 eV
HOMO level (spin up / spin down) = -3.21 / -2.82 eV

Atoms and positions in Å:
C1 0.9304 0.5303 -1.2915
C2 0.0363 -1.6296 -0.1855
C3 1.6067 0.7074 0.0253
C4 -1.0767 -0.6049 -0.1817
C5 -0.3963 0.7391 -0.4440
N1 0.4507 1.1865 0.6464
O1 0.0490 -2.7147 0.3485
O2 2.7259 0.5826 0.5032
H1 -1.7293 -0.8695 -1.0245
H2 -1.6914 -0.6064 0.7403
H3 -1.1228 1.5022 -0.7735
H4 0.2174 1.1768 1.6371

Atom charges from the Löwdin analysis, given in e for atoms 1 to 4: 0.030 -0.185 -0.643 -0.185

---

ORCA calculation (ωB97M-V with the def2-TZVPD basis set) on the ion C5H4NO3 with charge -1 in a non-equilibrium geometry.

## Properties
SMILES string = O=C([O-])C1=CCNC1=O
charge = -1
gap between HOMO and LUMO = 7.95 eV
HOMO level = -4.36 eV

Atoms and positions in Å:
O1 -2.8430 0.7489 -1.0893
C1 -2.3645 0.6420 0.0366
O2 -2.8361 0.5356 1.1628
C2 -0.7296 0.3879 0.0506
C3 0.4404 1.0416 0.0296
C4 1.6624 0.1703 0.0164
N1 1.0911 -1.1333 -0.0764
C5 -0.3010 -1.1819 -0.0877
O3 -0.9075 -2.1840 -0.0148
H1 0.6464 2.0468 0.5399
H2 2.1802 0.3588 -0.8062
H3 2.3122 0.3360 0.8842
H4 1.6490 -1.7686 -0.6456

Atom charges from the Löwdin analysis, given in e for atoms 1 to 4: -0.039 -0.729 -0.039 0.021

---

ORCA calculation (ωB97M-V with the def2-TZVPD basis set) on a structure of composition C5H4NO6S in a non-equilibrium geometry.

## Properties
charge = -1
gap between HOMO and LUMO = 8.76 eV
HOMO level = -5.30 eV

Atoms and positions in Å:
C1 2.4359 -0.2065 -0.6979
C2 1.1203 0.2218 -0.9499
C3 2.5208 -0.3572 0.6332
C4 0.4592 0.2818 0.2313
C5 -0.9243 0.4084 0.5677
N1 -1.6234 1.5183 0.1313
O1 -2.5169 2.0744 0.7982
O2 -0.8537 -2.1502 0.2312
O3 -1.3367 1.9190 -1.0057
O4 -1.8443 -0.8765 -1.5659
O5 -3.0965 -1.2022 0.6439
O6 1.4017 -0.0224 1.2499
S1 -1.8500 -1.1619 -0.1191
H1 3.2029 -0.3802 -1.3442
H2 0.8907 0.3537 -1.9833
H3 3.2468 -0.7139 1.2475
H4 -1.2326 0.2936 1.9318

Atom charges from the Löwdin analysis, given in e for atoms 1 to 4: -0.056 -0.019 -0.152 -0.247

---

ORCA calculation (ωB97M-V with the def2-TZVPD basis set) on the molecule C5H4O2.

## Properties
SMILES string = C1=C[C@H]2[C@@H]3O[C@@]23O1
gap between HOMO and LUMO = 9.79 eV
HOMO level = -8.75 eV

Atoms and positions in Å:
C1 -1.1261 -0.9843 0.2313
C2 -1.1683 0.3550 0.1455
C3 0.1029 0.8572 -0.4718
C4 1.3473 0.5556 0.3486
O1 2.1326 -0.2127 -0.6815
C5 0.8039 -0.4603 -0.4883
O2 0.0488 -1.5611 -0.2084
H1 -1.8578 -1.7015 0.5788
H2 -2.0330 0.9518 0.4037
H3 0.0897 1.6343 -1.2386
H4 1.6600 0.5660 1.3807

Atom charges from the Löwdin analysis, given in e for atoms 1 to 4: -0.083 -0.013 -0.090 -0.037

---

ORCA calculation (ωB97M-V with the def2-TZVPD basis set) on a structure of composition C5H4O2.

## Properties
gap between HOMO and LUMO = 8.43 eV
HOMO level = -9.22 eV

Atoms and positions in Å:
O1 -0.6613 2.3806 -0.1461
C1 -0.4344 1.2075 -0.0883
C2 -1.4063 0.0176 -0.2321
C3 -0.5852 -1.2634 -0.0745
C4 0.6076 -0.7945 0.1121
C5 1.0049 0.5933 0.1618
O2 2.0395 1.1792 0.3313
H1 -2.2002 0.0746 0.5215
H2 -1.9075 0.0443 -1.2064
H3 1.8283 -1.7280 -0.0813
H4 1.7147 -1.7112 0.7020

Atom charges from the Löwdin analysis, given in e for atoms 1 to 4: 0.158 -0.292 -0.127 0.012

---

ORCA calculation (ωB97M-V with the def2-TZVPD basis set) on the molecule C5H4S in a non-equilibrium geometry.

## Properties
SMILES string = C=CC#CC=S
gap between HOMO and LUMO = 7.95 eV
HOMO level = -8.95 eV

Atoms and positions in Å:
C1 1.9147 1.0177 0.0115
C2 1.4812 -0.2729 0.0008
C3 0.0997 -0.5264 -0.1754
C4 -1.0444 -0.6847 -0.1670
C5 -2.4749 -0.6581 0.0368
S1 -3.4077 0.6639 -0.0574
H1 2.9447 1.3112 -0.0839
H2 1.2252 1.9359 0.0194
H3 2.1614 -1.1011 0.0286
H4 -2.8998 -1.6855 0.3866

Atom charges from the Löwdin analysis, given in e for atoms 1 to 4: 0.038 -0.159 -0.064 -0.121

---

ORCA calculation (ωB97M-V with the def2-TZVPD basis set) on the molecule C5H4S2 in a non-equilibrium geometry.

## Properties
SMILES string = S=C1C=CCC1=S
gap between HOMO and LUMO = 6.72 eV
HOMO level = -8.65 eV

Atoms and positions in Å:
S1 1.5061 -0.2758 1.4187
C1 0.2316 -0.5351 0.4385
C2 -0.3146 -1.8603 0.2691
C3 -1.4139 -1.5933 -0.5455
C4 -1.6778 -0.1931 -1.0516
C5 -0.3956 0.4625 -0.3871
S2 0.2273 1.9892 -0.7277
H1 -0.1122 -2.8047 0.6176
H2 -1.8758 -2.4973 -1.1668
H3 -2.6556 0.4132 -0.7371
H4 -1.6706 -0.2095 -2.1098

Atom charges from the Löwdin analysis, given in e for atoms 1 to 4: 0.744 -0.874 -0.088 -0.072

---

ORCA calculation (ωB97M-V with the def2-TZVPD basis set) on a structure of composition C5H57F3N2O27P2 in a non-equilibrium geometry.

## Properties
gap between HOMO and LUMO = 8.27 eV
HOMO level = -8.56 eV

Atoms and positions in Å:
C1 0.4794 -0.8109 0.5233
C2 -0.9106 -1.3289 0.3862
C3 -1.9762 -0.2861 0.2900
N1 -1.2210 -2.5848 0.3645
P1 -1.2371 -3.1830 1.9273
C4 -0.7693 -1.9406 3.2410
O1 -0.9081 -2.4402 4.5963
C5 -0.1124 -1.7921 5.4301
F1 1.1208 -2.2143 5.3831
F2 -0.1074 -0.4878 5.2122
F3 -0.5277 -1.9609 6.6499
O2 0.5164 -3.6480 1.8605
N2 0.6375 -4.9497 1.4175
O3 1.2704 -5.0073 0.4239
P2 -3.4174 -2.7855 2.1733
O4 -3.7299 -1.6016 3.0389
H1 0.4535 -0.0359 1.2882
H2 1.1871 -1.5663 0.8385
H3 0.8404 -0.3271 -0.3760
H4 -2.1586 0.0838 1.2929
H5 -1.5572 0.5625 -0.2490
H6 -2.8708 -0.6701 -0.1833
H7 -1.4910 -4.5516 2.2169
H8 0.2883 -1.7485 3.0785
H9 -1.2629 -0.9924 3.0806
H10 -3.9557 -3.9484 2.7987
H11 -4.0336 -2.7360 0.8976
O5 1.3342 1.9247 0.1515
H12 1.0260 2.7925 0.4392
H13 1.9716 2.1138 -0.5516
O6 -2.5619 -4.0790 6.7230
H14 -2.2697 -3.5501 5.9713
H15 -1.7799 -4.1556 7.2809
O7 3.5241 1.8653 -1.8928
H16 3.5034 1.2025 -2.5908
H17 4.4492 2.1373 -1.8564
O8 -0.0849 -5.4318 4.6895
H18 -0.3574 -4.5740 5.0287
H19 0.5353 -5.2184 3.9823
O9 0.1157 2.3700 6.3880
H20 -0.7624 2.6954 6.1591
H21 0.0121 1.4127 6.4149
O10 -2.4301 2.4172 -1.6828
H22 -2.3048 2.5769 -2.6265
H23 -3.2384 2.8976 -1.4715
O11 6.5697 1.2580 -2.4523
H24 7.4515 1.5761 -2.6814
H25 6.7075 0.7405 -1.6515
O12 -1.9050 3.3346 -4.6842
H26 -2.4245 2.6378 -5.1082
H27 -1.7099 3.9527 -5.4059
O13 -1.5376 4.0924 -7.3656
H28 -2.0619 3.3997 -7.7871
H29 -1.3443 4.7075 -8.0805
O14 0.3362 3.1530 2.4606
H30 0.5441 2.4123 3.0405
H31 -0.0123 3.8261 3.0545
O15 -3.1740 1.6587 -7.6311
H32 -4.0772 1.9267 -7.8378
H33 -3.2259 0.7015 -7.5275
O16 -4.3430 -1.7456 7.5651
H34 -4.0229 -2.6208 7.3054
H35 -3.7845 -1.1347 7.0743
O17 -3.3000 5.9414 -3.6109
H36 -2.9574 5.0557 -3.7919
H37 -2.7998 6.5150 -4.2002
O18 -1.3150 3.4972 -10.1623
H38 -0.4360 3.4850 -9.7667
H39 -1.6752 2.6248 -9.9620
O19 3.1499 -5.1189 -1.9730
H40 2.7550 -5.1334 -1.0929
H41 2.5084 -5.5753 -2.5269
O20 7.3744 2.2697 -5.3276
H42 6.8055 1.7083 -4.7872
H43 6.8182 2.5225 -6.0718
O21 -4.2094 1.4443 1.4935
H44 -3.9934 0.6861 2.0573
H45 -4.5799 2.0890 2.1074
O22 -1.8664 0.5239 -5.2779
H46 -0.9953 0.8677 -5.5091
H47 -1.7080 -0.0085 -4.4898
O23 -3.8642 4.5790 0.7024
H48 -3.5401 3.6834 0.5408
H49 -3.3435 5.1329 0.1097
O24 3.5071 -1.1598 1.6190
H50 4.3894 -0.8491 1.3940
H51 3.6460 -1.6776 2.4171
O25 7.9310 3.7831 -1.7010
H52 7.2650 4.3465 -1.2927
H53 8.1939 4.2636 -2.4944
O26 -2.2139 -6.6139 1.2658
H54 -2.4375 -7.5461 1.1710
H55 -1.4064 -6.5041 0.7511
O27 6.0679 -1.6391 2.4026
H56 6.8914 -2.1072 2.2251
H57 6.1228 -1.4087 3.3372

Atom charges from the Löwdin analysis, given in e for atoms 1 to 4: -0.033 -0.429 -0.030 -0.076

---

ORCA calculation (ωB97M-V with the def2-TZVPD basis set) on a structure of composition C5H5AgO in a non-equilibrium geometry.

## Properties
<S²> = 2.011
charge = +2
spin multiplicity = 3
gap between HOMO and LUMO (spin up / spin down) = 7.42 / 6.37 eV
HOMO level (spin up / spin down) = -16.34 / -19.04 eV

Atoms and positions in Å:
C1 -0.8550 2.1406 0.2400
C2 -1.4088 1.6134 -0.8648
H1 -1.4483 2.3355 1.1363
H2 0.1999 2.4218 0.2673
H3 -0.8223 1.4488 -1.7714
H4 -2.4722 1.3683 -0.9061
C3 -0.5436 -0.8747 0.6951
C4 0.5892 -1.2555 0.3683
H5 -1.5048 -0.8414 1.1869
C5 1.6939 -1.8669 -0.1103
O1 2.4397 -2.7861 0.1126
Ag1 4.1323 -3.7036 -0.3540

Atom charges from the Löwdin analysis, given in e for atoms 1 to 4: 0.183 0.185 0.126 0.123

---

ORCA calculation (ωB97M-V with the def2-TZVPD basis set) on a structure of composition C5H5Br2NO in a non-equilibrium geometry.

## Properties
gap between HOMO and LUMO = 9.97 eV
HOMO level = -10.27 eV

Atoms and positions in Å:
C1 -0.5930 -0.0178 -2.2282
C2 -0.1271 -0.8749 0.1030
C3 0.8901 0.6459 1.7358
C4 0.8681 0.1852 0.1933
C5 -1.3191 -0.4697 -1.1187
N1 0.0058 0.5733 -2.9868
O1 -0.2327 -1.9522 0.6357
Br1 -2.3306 -2.1411 -1.4129
Br2 -2.4846 0.9698 -0.5765
H1 1.8802 0.9870 1.8610
H2 0.2404 1.4792 2.0209
H3 0.6939 -0.2246 2.3955
H4 0.6421 1.1187 -0.4982
H5 1.8665 -0.2788 -0.1238

Atom charges from the Löwdin analysis, given in e for atoms 1 to 4: -0.439 -0.435 -0.055 -0.173

---

ORCA calculation (ωB97M-V with the def2-TZVPD basis set) on the molecule C5H5BrIN in a non-equilibrium geometry.

## Properties
SMILES string = Br[C@@]12C[C@@H]1[C@@H]2/N=C\I
gap between HOMO and LUMO = 9.28 eV
HOMO level = -9.03 eV

Atoms and positions in Å:
Br1 2.5511 -3.3917 0.0460
C1 1.0982 -2.1974 0.0195
C2 -0.4028 -1.9674 0.1310
C3 0.3914 -1.0654 1.0497
C4 1.4379 -0.5959 0.0734
N1 0.7848 0.3305 -0.7398
C5 0.9050 1.5510 -0.7571
I1 2.4856 2.9048 0.1712
H1 -0.8520 -2.6531 0.8781
H2 -1.0706 -1.7340 -0.6138
H3 0.3664 -0.9489 2.0940
H4 2.3741 -0.1847 0.4635
H5 0.1497 2.1746 -1.3157

Atom charges from the Löwdin analysis, given in e for atoms 1 to 4: 0.720 -0.638 -0.123 -0.078

---

ORCA calculation (ωB97M-V with the def2-TZVPD basis set) on the molecule C5H5BrO3 in a non-equilibrium geometry.

## Properties
SMILES string = C/C(Br)=C\OC(=O)C=O
gap between HOMO and LUMO = 8.99 eV
HOMO level = -9.48 eV

Atoms and positions in Å:
C1 -1.5330 -1.8049 0.3860
C2 -1.5007 -0.3570 -0.0932
Br1 -3.3344 0.2722 -0.1746
C3 -0.4323 0.4624 -0.3125
O1 0.7769 -0.2221 -0.1344
C4 1.9714 0.2557 -0.1150
O2 3.0085 -0.3501 0.1394
C5 2.1213 1.7881 -0.2823
O3 1.2510 2.5940 -0.2566
H1 -2.1192 -2.3572 -0.2467
H2 -2.1652 -1.6255 1.3562
H3 -0.6412 -2.2517 0.5411
H4 -0.6082 1.5222 -0.5247
H5 3.2052 2.0738 -0.2826

Atom charges from the Löwdin analysis, given in e for atoms 1 to 4: -0.114 -0.634 0.711 -0.114

---

ORCA calculation (ωB97M-V with the def2-TZVPD basis set) on the molecule C5H5Cl in a non-equilibrium geometry.

## Properties
SMILES string = C#C/C=C(/C)Cl
gap between HOMO and LUMO = 9.71 eV
HOMO level = -8.87 eV

Atoms and positions in Å:
C1 2.9502 -0.7660 -0.0192
C2 1.8194 -0.4040 0.1003
C3 0.6149 0.2424 -0.0329
C4 -0.6318 -0.2317 0.0411
C5 -1.8672 0.5646 0.0030
Cl1 -0.9168 -1.9374 -0.0005
H1 3.9880 -1.0553 -0.0497
H2 0.6134 1.3377 -0.0971
H3 -1.6056 1.5900 -0.3203
H4 -2.6136 0.0912 -0.6500
H5 -2.3509 0.5685 1.0253

Atom charges from the Löwdin analysis, given in e for atoms 1 to 4: 0.132 -0.180 -0.193 -0.735